{
  "formula": "C24H39BCl3NO15PS",
  "method": "the ωB97M-V functional and the def2-TZVPD basis",
  "charge": 1,
  "energy_ha": -4266.125516,
  "orbital_gap_ev": 8.96,
  "e_lumo_ev": -2.6,
  "species": ["C", "C", "N", "C", "C", "Cl", "C", "C", "Cl", "C", "C", "C", "C", "C", "O", "B", "O", "O", "C", "Cl", "P", "O", "O", "S", "C", "O", "C", "C", "H", "H", "H", "H", "H", "H", "H", "H", "H", "H", "H", "H", "H", "H", "H", "H", "H", "H", "H", "H", "H", "H", "H", "H", "H", "H", "H", "C", "C", "O", "C", "O", "O", "H", "H", "H", "H", "C", "C", "O", "C", "O", "O", "H", "H", "H", "H", "C", "C", "O", "C", "O", "O", "H", "H", "H", "H"],
  "coordinates": [[3.344179, -4.440924, 1.071860], [3.888694, -3.383857, 0.481242], [3.262788, -2.063541, 0.708775], [1.944000, -1.830164, 0.027688], [1.948762, -2.376497, -1.387469], [3.395968, -2.297515, -2.352394], [0.868962, -2.982660, -1.912195], [-0.450385, -3.186682, -1.241520], [0.895401, -3.619921, -3.507329], [1.583421, -0.344680, 0.331294], [0.580592, 0.300859, -0.620631], [-0.723886, 0.807533, -0.002678], [-1.741099, -0.281259, 0.393800], [-2.889789, -0.417447, -0.588009], [-3.590102, -1.648128, -0.362163], [1.172665, -0.356598, 1.901478], [1.218219, -1.564934, 2.552656], [0.805162, 0.761923, 2.611680], [3.027286, 0.301729, 0.217338], [3.397383, 0.886132, -1.495216], [3.336275, 1.854223, 1.227715], [4.482572, 2.683394, 0.503208], [2.039916, 2.723159, 1.002626], [3.794827, 1.533002, 3.058993], [4.078270, -0.829404, 0.410695], [5.041222, -0.627186, 1.370167], [6.364434, -1.084605, 1.043967], [7.235436, 0.093667, 0.671191], [2.428886, -4.339691, 1.636733], [3.805684, -5.410591, 1.036729], [4.765188, -3.458533, -0.134008], [3.208829, -2.031013, 1.734413], [1.303205, -2.552171, 0.513131], [-0.391033, -3.288497, -0.166623], [-1.118973, -2.386192, -1.541113], [-0.889681, -4.089616, -1.648233], [0.314258, -0.380660, -1.422774], [1.012928, 1.155312, -1.125078], [-0.578370, 1.533132, 0.785131], [-1.209419, 1.367289, -0.801288], [-1.266735, -1.230903, 0.633367], [-2.187571, 0.071705, 1.324715], [-2.567221, -0.418185, -1.626613], [-3.601689, 0.376500, -0.382769], [-3.323312, -2.022205, 0.477987], [0.605752, -1.546369, 3.296432], [-0.148009, 0.775972, 2.763038], [5.283505, 2.150592, 0.425515], [2.122113, 3.467515, 1.621539], [4.607552, -0.948013, -0.523886], [6.766536, -1.510509, 1.956558], [6.379906, -1.879126, 0.301558], [7.120753, 0.825401, 1.465875], [6.974323, 0.516553, -0.294480], [8.276423, -0.204420, 0.701117], [-4.824502, 4.303720, -2.399738], [-3.471678, 3.751295, -2.793991], [-2.762725, 3.767627, -1.546163], [-3.677104, 3.733786, -0.546576], [-3.396330, 3.552605, 0.595448], [-4.921006, 3.911617, -1.023655], [-5.644753, 3.884769, -2.975283], [-4.866417, 5.391777, -2.457588], [-3.527733, 2.721945, -3.153079], [-2.959301, 4.359305, -3.534133], [-0.248630, 4.554506, 2.551926], [-1.685046, 4.536973, 3.023236], [-1.556075, 4.059804, 4.369034], [-0.299521, 4.336753, 4.800120], [0.076452, 4.214298, 5.915006], [0.476217, 4.764527, 3.765571], [-0.042297, 5.349423, 1.839264], [0.059970, 3.597626, 2.119057], [-2.129613, 5.533415, 3.040159], [-2.309681, 3.877880, 2.433814], [-5.379267, -2.923981, -2.778231], [-5.069044, -4.189123, -3.550820], [-6.225490, -4.988446, -3.304367], [-7.257989, -4.158254, -2.994831], [-8.386995, -4.494755, -2.899276], [-6.807959, -2.889688, -2.809797], [-4.965064, -2.030557, -3.240611], [-5.049025, -2.971889, -1.742591], [-4.982347, -4.015263, -4.625458], [-4.172048, -4.694587, -3.200192]],
  "forces_ev_per_angstrom": [[0.1490, 0.8493, -0.1284], [-0.3059, -0.9573, 0.4631], [0.8114, 0.1469, -0.1418], [-0.5648, -1.1211, -0.5713], [-0.0355, -0.0830, -0.5800], [-0.1142, 0.0401, 0.0480], [0.4691, 0.0668, 0.4096], [0.0463, -0.1753, -0.5126], [0.0776, 0.1042, -0.1417], [2.0091, -0.4973, 0.3776], [-0.9014, 0.4470, 0.3667], [-0.5501, -0.3257, -0.8603], [0.2618, 1.1416, 0.7207], [-0.1929, -1.0650, 0.7959], [0.0499, -0.0325, -0.4983], [0.0278, 0.5497, 0.5237], [-0.5456, -0.2196, -0.5338], [-0.7810, -0.3986, -0.5654], [-0.0102, 0.8981, -0.7843], [-0.3654, -0.0661, 0.0974], [0.9408, -0.5831, 1.6637], [-0.2932, -0.1470, -0.6758], [0.1465, 0.2023, -0.7224], [-0.3012, -0.2234, 0.0087], [1.3264, 0.5820, -0.0985], [-0.6498, -0.4245, 0.0848], [0.6778, 0.2208, 0.4032], [-0.2549, -0.1767, 0.3639], [-0.0595, -0.0611, 0.2237], [0.0423, -0.1740, -0.2603], [0.1378, 0.4240, -0.1161], [-0.8304, 0.1898, -0.0099], [-0.4935, 0.3767, 0.3871], [-0.0390, 0.1855, 0.2319], [-0.2176, 0.2214, 0.2550], [-0.0739, -0.2328, 0.0974], [0.1021, -0.3031, -0.1000], [0.3259, 0.0512, 0.0689], [0.2716, 0.0497, 0.1239], [-0.0247, 0.2978, -0.0537], [0.1035, -0.2931, -0.2618], [-0.1819, -0.2595, 0.2303], [0.0716, 0.1393, -0.1557], [0.0458, 0.4327, -0.3822], [-0.0335, 0.0368, 0.2219], [0.4484, -0.0650, 0.5353], [-0.0154, 0.2984, 0.3525], [0.3132, 0.1905, 0.1006], [-0.3264, 0.1059, 0.0670], [-0.4094, -0.4380, -0.3892], [-0.1280, -0.1600, 0.2105], [-0.2885, 0.0050, -0.2585], [-0.0601, 0.3129, -0.0119], [0.0806, 0.0953, -0.1782], [0.2254, -0.0497, -0.3280], [-0.0810, 0.0923, -0.2056], [0.0005, 0.0218, -0.2018], [-0.0892, -0.0365, -0.0567], [0.0209, -0.0367, -0.2411], [-0.0225, -0.1039, 0.1164], [0.0993, -0.0099, 0.0650], [-0.0672, -0.0880, 0.1714], [0.0355, -0.0009, 0.0362], [-0.0251, -0.0066, 0.0444], [0.1281, 0.0447, 0.1315], [-0.0063, 0.0276, -0.1329], [-0.1354, -0.0009, -0.1096], [0.2121, 0.0435, -0.1238], [-0.0663, -0.0508, 0.0451], [0.0588, -0.0150, 0.0904], [-0.0370, -0.0358, -0.0865], [0.0937, 0.0958, 0.1045], [-0.1460, 0.0047, 0.0678], [0.0393, 0.0068, 0.0380], [-0.0790, -0.0653, 0.1849], [0.0973, 0.0225, 0.0265], [0.1263, 0.0201, -0.0957], [0.0351, 0.1122, 0.0333], [0.0495, 0.0183, -0.0066], [-0.1427, -0.0455, 0.0159], [0.0897, -0.0822, -0.0733], [-0.1704, 0.0628, -0.0215], [0.0069, 0.0001, 0.0105], [-0.0308, 0.0182, 0.0041], [-0.1075, -0.1426, 0.0568]]
}

=====

{
  "formula": "C24H39BHfIN3O5",
  "method": "the ωB97M-V functional and the def2-TZVPD basis",
  "charge": 4,
  "energy_ha": -1846.447617,
  "orbital_gap_ev": 2.73,
  "e_lumo_ev": -15.8,
  "species": ["C", "C", "B", "O", "C", "C", "C", "C", "C", "I", "C", "O", "C", "C", "N", "C", "O", "C", "C", "N", "C", "C", "C", "O", "C", "O", "C", "C", "C", "C", "C", "C", "N", "C", "H", "H", "H", "H", "H", "H", "H", "H", "H", "H", "H", "H", "H", "H", "H", "H", "H", "H", "H", "H", "H", "H", "H", "H", "H", "H", "H", "H", "H", "H", "H", "H", "H", "H", "H", "H", "H", "H", "H", "Hf"],
  "coordinates": [[-4.152872, -4.430628, -1.666251], [-3.234413, -4.837440, -0.365614], [-2.691387, -3.506702, 0.499615], [-2.110972, -3.714752, 1.840748], [-2.886410, -2.010781, -0.229213], [-4.386866, -1.345469, -0.086395], [-5.675170, -2.016114, 0.674272], [-5.944174, -1.406150, 2.189354], [-4.676183, -1.612498, 3.213593], [-5.103611, -3.433653, 4.429573], [-4.638311, 0.128137, -0.805850], [-5.933444, 0.828737, -0.767312], [-3.394701, 0.820911, -1.618659], [-1.872504, 0.152901, -1.774155], [-0.878807, 0.939519, -2.581389], [0.429780, 0.200470, -2.564066], [1.560843, 0.827479, -3.320914], [1.444659, 2.293312, -3.322842], [1.536471, 2.975346, -1.810534], [2.711446, 3.975979, -1.825590], [2.597630, 4.792468, -0.557366], [3.323915, 6.261288, -0.606125], [4.827194, 6.269079, 0.098103], [3.380982, 6.887522, -1.936033], [0.750974, -1.207353, -1.813274], [2.117415, -1.748001, -1.881058], [2.563171, -2.312349, -0.597751], [2.491829, -1.285696, 0.678255], [1.542810, -2.050028, 1.823720], [4.002141, -1.017000, 1.344551], [3.850090, 0.439313, 2.148615], [4.420584, -2.127019, 2.476196], [-0.295449, -1.974291, -1.055448], [-1.625891, -1.276303, -1.038352], [-3.528121, -3.910402, -2.537306], [-4.600378, -5.426569, -2.148893], [-5.073261, -3.748379, -1.428351], [-2.327526, -5.483146, -0.796262], [-3.871528, -5.551955, 0.346574], [-1.607374, -4.586567, 1.902467], [-5.682997, -3.209181, 0.650382], [-6.634884, -1.702691, 0.037188], [-6.881150, -1.988980, 2.639651], [-6.225792, -0.253544, 2.158039], [-3.625573, -1.658029, 2.688664], [-4.670449, -0.718497, 3.998433], [-5.842380, 1.469490, 0.014831], [-3.581274, 1.878912, -2.118534], [2.406113, 2.698488, -3.903221], [0.522684, 2.704291, -3.954301], [1.620180, 2.183147, -0.952743], [0.562960, 3.657247, -1.710830], [2.541519, 4.534385, -2.690507], [3.163515, 4.168141, 0.288140], [1.476860, 4.884998, -0.157027], [2.654926, 6.983599, 0.069098], [5.125972, 7.422136, 0.170901], [5.632798, 5.671111, -0.511273], [4.681510, 5.859533, 1.197388], [4.273740, 6.677816, -2.380559], [3.715903, -2.587699, -0.737020], [2.028844, -3.357312, -0.391730], [2.066178, -0.221722, 0.441100], [1.636272, -1.567417, 2.888687], [0.402204, -2.098662, 1.496341], [1.916028, -3.183871, 1.804194], [4.805793, -0.857031, 0.505391], [3.110170, 0.250459, 3.054507], [4.876524, 0.867409, 2.518787], [3.347038, 1.258628, 1.466853], [5.548615, -1.886937, 2.781049], [4.427747, -3.240524, 2.100067], [3.800190, -1.995110, 3.487480], [3.757633, 1.584203, -1.480062]],
  "forces_ev_per_angstrom": [[-0.3264, -0.7732, -1.1078], [-0.6063, -0.1994, -1.2229], [1.1428, -1.8357, 2.0155], [-0.2696, 0.2153, -3.7699], [-0.0118, 1.9009, -0.1370], [-0.2528, 2.8065, -1.8742], [-0.1648, -0.0620, -0.9385], [-0.1239, -0.0618, 0.3762], [-0.2881, 1.4215, 0.3689], [0.5144, 1.3293, -1.0423], [2.6351, -0.7085, -0.3406], [4.3915, -1.2984, 1.4579], [-1.0371, -1.8913, 1.5386], [-0.3142, -0.8456, 0.3966], [1.8704, -6.3604, 3.5030], [-1.4948, -0.0860, 0.2332], [-2.5954, -0.3880, 3.1039], [0.6544, 1.8838, -1.0376], [-1.3390, 1.4618, -2.2118], [-1.2817, -2.1066, 0.7455], [0.5076, 0.3934, 1.9745], [1.0012, 1.3006, 0.9232], [-1.1968, 0.7089, 0.2424], [1.1797, -2.0767, 0.6244], [-1.5189, -0.4293, 0.5411], [-3.9916, 2.3562, 0.8402], [1.5106, -1.4682, 1.5283], [0.3717, -1.4268, 1.1494], [-0.1218, -0.3705, -0.7314], [-1.2852, 1.2646, 1.0354], [-0.0670, -0.7487, 0.1755], [1.4821, 0.3687, 0.3066], [-0.6299, 5.5434, -2.9069], [0.4488, 1.1135, -1.0759], [-1.1933, -1.0649, 1.9962], [1.0180, 2.2620, 1.1048], [1.7744, -1.2928, -0.2967], [-1.7019, 1.4714, 1.1573], [1.4777, 1.6445, -1.2551], [-1.3412, 1.2823, -0.0755], [0.4990, 2.6660, 0.2386], [2.1277, -0.4511, 1.2202], [1.8516, 1.3028, -1.2603], [0.6351, -2.4493, 0.0048], [-1.9659, -0.2547, 0.9353], [0.0394, -2.1199, -1.6903], [-0.4394, -0.9503, -1.4464], [0.3479, -2.4253, 0.9985], [-1.9677, -1.2318, 0.9705], [1.8264, -1.1311, 1.6555], [-0.4674, 1.0214, -0.7843], [1.7896, -2.0595, 0.4837], [0.6327, -0.0045, 0.8571], [-1.1422, 1.1990, -1.5820], [2.2849, -0.1666, -1.2692], [1.3674, -1.6799, -1.6247], [-0.4716, -2.7127, -0.1941], [-1.5664, 1.0912, 1.1833], [0.6040, 0.7618, -2.2598], [-1.8572, 0.5630, 1.2054], [-2.5870, 0.6526, -0.1520], [0.8932, 2.5257, -0.4745], [0.3548, -1.5533, -0.1262], [-0.1796, -1.0679, -2.2054], [2.4475, 0.3248, 0.6509], [-0.7514, 2.5946, 0.4475], [-1.2434, -0.6450, 1.3033], [1.6624, 0.6579, -1.8211], [-2.0373, -0.9632, -0.5879], [0.7855, -1.2609, 0.9848], [-2.4459, -0.5483, -0.6775], [-0.2442, 2.2746, 0.6980], [1.2153, -0.3762, -2.5066], [-0.8246, 1.1813, -0.4895]]
}